Version 1
Formula: C26H42Cl2IN5O8P2SSn
Source: OMol25
Level of theory: the ωB97M-V functional and the def2-TZVPD basis

Output
Net charge   +2
LUMO level   -0.244 Eh
HOMO-LUMO gap   6.8 eV

```
88
C26H42Cl2IN5O8P2SSn, DFT the ωB97M-V functional and the def2-TZVPD basis
Sn -0.475 -0.619 -0.451
C 1.833 -2.421 -3.738
C 2.630 -2.372 -2.475
N 3.722 -3.119 -2.416
C 4.509 -3.057 -1.348
C 4.273 -2.224 -0.269
C 5.247 -2.212 0.886
O 5.741 -0.916 1.192
C 3.106 -1.444 -0.299
C 2.839 -0.528 0.810
N 1.681 -0.078 1.090
C 1.560 0.766 2.217
C 2.192 0.517 3.432
C 2.016 1.379 4.504
C 1.196 2.493 4.391
C 0.532 2.745 3.198
C 0.725 1.873 2.142
I -0.246 2.184 0.318
C 2.261 -1.551 -1.400
O 1.140 -0.790 -1.522
H 2.069 -3.339 -4.273
H 2.097 -1.582 -4.385
H 0.770 -2.356 -3.541
H 5.388 -3.691 -1.364
H 6.063 -2.902 0.665
H 4.763 -2.575 1.795
H 6.439 -0.686 0.569
H 3.713 -0.228 1.391
H 2.820 -0.359 3.534
H 2.525 1.175 5.436
H 1.064 3.164 5.228
H -0.117 3.604 3.099
N -4.682 -0.526 -3.454
C -3.781 -0.088 -2.325
C -4.108 1.365 -1.983
P -2.060 -0.209 -3.025
O -1.566 -1.699 -2.658
O -2.207 0.073 -4.457
O -1.167 0.577 -2.052
P -3.901 -1.147 -0.827
O -3.935 -2.602 -1.522
O -5.055 -0.945 0.054
O -2.523 -0.883 -0.205
H -4.207 -0.235 -4.331
H -5.604 -0.088 -3.394
H -4.803 -1.542 -3.465
H -3.951 2.018 -2.844
H -3.459 1.706 -1.178
H -5.139 1.450 -1.636
H -1.702 -2.429 -3.278
H -4.629 -3.150 -1.133
C -3.155 -5.138 4.269
C -2.758 -6.047 3.110
C -3.047 -5.491 1.716
C -2.236 -4.264 1.321
N -2.763 -3.064 1.982
C -2.150 -1.916 2.186
S -0.424 -1.713 1.763
N -2.771 -0.947 2.823
C -2.298 0.403 3.143
C -2.647 0.784 4.577
C -1.705 0.215 5.638
C -1.671 -1.307 5.736
H -3.016 -5.651 5.219
H -4.210 -4.856 4.206
H -2.555 -4.227 4.308
H -3.290 -6.995 3.205
H -1.694 -6.291 3.180
H -4.117 -5.269 1.613
H -2.836 -6.261 0.972
H -2.272 -4.108 0.240
H -1.192 -4.382 1.608
H -3.728 -3.125 2.282
H -3.739 -1.117 3.072
H -2.761 1.089 2.430
H -1.218 0.426 2.999
H -3.682 0.496 4.790
H -2.630 1.874 4.634
H -2.004 0.626 6.604
H -0.695 0.590 5.447
H -2.674 -1.723 5.851
H -1.088 -1.620 6.601
H -1.209 -1.766 4.859
Cl 0.498 -4.132 -0.799
C 0.144 -5.348 -2.047
Cl -1.397 -5.038 -2.859
H 0.086 -6.316 -1.563
H 0.942 -5.312 -2.780
```

***

Version 2
Formula: C26H42Cl2IN5O8P2SSn
Source: OMol25
Level of theory: the ωB97M-V functional and the def2-TZVPD basis

Output
Net charge   +2
LUMO level (alpha / beta)   -0.299 / -0.278 Eh
HOMO-LUMO gap (alpha / beta)   5.2 / 5.8 eV

```
88
C26H42Cl2IN5O8P2SSn, DFT the ωB97M-V functional and the def2-TZVPD basis
Sn -0.109 2.008 -3.156
C 1.323 5.377 0.372
C 0.347 4.454 0.999
N 0.139 4.524 2.295
C -0.798 3.732 2.839
C -1.627 2.832 2.129
C -2.663 2.029 2.904
O -2.778 2.399 4.257
C -1.435 2.695 0.774
C -2.329 1.818 -0.001
N -2.307 1.679 -1.265
C -3.279 0.831 -1.846
C -3.598 -0.424 -1.329
C -4.548 -1.217 -1.956
C -5.181 -0.767 -3.109
C -4.862 0.479 -3.638
C -3.912 1.265 -3.006
I -3.425 3.141 -3.760
C -0.371 3.480 0.154
O -0.048 3.347 -1.040
H 1.984 5.787 1.132
H 0.783 6.206 -0.096
H 1.884 4.891 -0.419
H -0.920 3.818 3.911
H -2.344 0.984 2.914
H -3.633 2.062 2.401
H -3.275 3.218 4.339
H -3.097 1.298 0.579
H -3.077 -0.783 -0.450
H -4.798 -2.187 -1.542
H -5.932 -1.379 -3.593
H -5.357 0.837 -4.531
N -1.817 -2.155 -3.689
C -0.342 -1.819 -3.892
C 0.412 -3.030 -4.422
P -0.305 -0.323 -4.986
O -0.430 -0.968 -6.428
O 0.958 0.448 -4.766
O -1.550 0.431 -4.570
P 0.241 -1.324 -2.195
O 1.819 -1.491 -2.238
O -0.426 -2.250 -1.232
O -0.040 0.155 -1.992
H -2.141 -2.842 -4.368
H -2.361 -1.279 -3.806
H -1.961 -2.515 -2.738
H -0.014 -3.360 -5.370
H 0.393 -3.861 -3.713
H 1.449 -2.755 -4.610
H 0.095 -0.534 -7.125
H 2.128 -2.395 -2.058
C 1.201 -4.378 0.997
C 0.441 -4.558 2.310
C 0.250 -3.271 3.112
C -0.627 -2.219 2.428
N 0.076 -1.417 1.420
C 0.887 -0.416 1.706
S 1.566 0.478 0.375
N 1.167 -0.064 2.953
C 2.042 1.059 3.334
C 3.530 0.823 3.077
C 4.238 -0.058 4.103
C 3.697 -1.482 4.214
H 1.426 -5.348 0.553
H 2.152 -3.863 1.163
H 0.626 -3.812 0.259
H 0.978 -5.267 2.942
H -0.539 -5.004 2.114
H 1.234 -2.843 3.334
H -0.213 -3.510 4.072
H -1.067 -1.539 3.163
H -1.457 -2.699 1.909
H -0.041 -1.679 0.436
H 0.868 -0.690 3.686
H 1.863 1.239 4.394
H 1.696 1.939 2.789
H 4.009 1.805 3.058
H 3.662 0.398 2.073
H 4.188 0.429 5.081
H 5.296 -0.097 3.839
H 2.727 -1.516 4.718
H 4.371 -2.105 4.801
H 3.592 -1.948 3.228
Cl 2.949 1.684 -2.667
C 3.954 3.009 -2.019
Cl 3.733 4.494 -2.928
H 4.983 2.687 -2.108
H 3.673 3.173 -0.985
```

***

Looking at the structures above, version 1 is most stable, and the difference to the next one is 94.7 kJ/mol.